{
  "formula": "C9H12NS",
  "method": "the ωB97M-V functional and the def2-TZVPD basis",
  "symbols": ["C", "C", "C", "C", "C", "C", "C", "C", "C", "N", "S", "H", "H", "H", "H", "H", "H", "H", "H", "H", "H", "H", "H"],
  "xyz": [[-2.73681, -1.71056, -0.14129], [-2.27713, -0.90604, -1.16899], [-2.17134, -1.76753, 1.08935], [-1.10850, -0.08691, -0.98989], [-1.04718, -0.90630, 1.32655], [-0.58898, -0.04672, 0.31551], [1.86409, -0.97382, -0.69515], [1.73611, 2.87202, 0.22272], [0.41440, 0.96242, 0.71123], [0.85076, 1.79761, -0.14927], [2.92650, -2.21572, -0.74493], [-3.59088, -2.20371, -0.45145], [-2.68391, -0.80707, -2.14059], [-2.44008, -2.36900, 1.93517], [-0.73221, 0.35438, -1.86927], [-0.59584, -0.88983, 2.39590], [1.48632, -0.87967, -1.79906], [2.59313, 2.92717, -0.48231], [1.15435, 3.88528, 0.32830], [2.14190, 2.52098, 1.17206], [0.77152, 0.92454, 1.66541], [0.43861, 1.92467, -1.06208], [3.59517, -2.40620, 0.53206]],
  "mulliken_charge": [-0.4308, -0.7605, -0.6993, -0.3945, -0.3578, 1.1028, -0.0863, -0.8349, -0.2557, 0.0354, -0.1031, 0.4445, 0.4271, 0.4467, 0.3850, 0.2357, 0.0805, 0.3319, 0.3062, 0.3038, 0.3773, 0.2763, 0.1699],
  "largest_force_ha_per_bohr": 0.096,
  "homo_lumo_gap_ev": 7.7,
  "homo_energy_ev": -12.125,
  "e_tot_ha": -802.6888,
  "charge": 1,
  "multiplicity": 1
}